# 1
Below is a structure of composition C13H14Br2CaI2N5OS3, with properties calculated with ωB97M-V/def2-TZVPD.

Last column: Mulliken charge in e.
Geometry (Å):
1 Ca -0.760 1.518 0.108  0.639
2 S -1.297 -1.380 -0.283  -0.102
3 C -0.995 -2.900 0.549  0.446
4 C -1.941 -3.646 1.218  -0.824
5 C -1.570 -4.867 1.779  0.604
6 C -2.523 -5.638 2.516  -0.262
7 N -3.278 -6.243 3.135  -0.434
8 C -0.250 -5.322 1.652  0.633
9 C 0.701 -4.557 0.977  -0.706
10 C 0.331 -3.347 0.426  0.356
11 S 1.407 -2.271 -0.450  -0.166
12 C 0.152 -6.562 2.242  -0.265
13 N 0.508 -7.540 2.727  -0.426
14 H -2.961 -3.296 1.295  0.508
15 H 1.716 -4.921 0.889  0.537
16 Br -1.817 4.263 1.352  -0.047
17 C -3.543 3.479 1.708  -0.428
18 Br -3.489 1.546 1.568  -0.058
19 H -4.245 3.851 0.974  0.389
20 H -3.829 3.740 2.718  0.364
21 I 0.277 0.968 3.271  0.168
22 C 1.921 2.316 3.012  -0.840
23 I 2.173 3.007 1.012  0.124
24 H 2.825 1.791 3.292  0.412
25 H 1.748 3.174 3.648  0.433
26 O 0.750 0.295 -0.355  -0.371
27 N 0.415 -0.918 0.133  0.073
28 C 2.277 4.167 -2.569  -1.204
29 N 0.935 3.690 -2.270  -0.005
30 C 0.443 2.501 -2.650  0.451
31 S -1.225 2.197 -2.388  -0.493
32 N 1.253 1.656 -3.268  -0.151
33 C 0.943 0.279 -3.625  -0.736
34 H 2.376 5.180 -2.190  0.317
35 H 2.462 4.181 -3.645  0.387
36 H 3.036 3.548 -2.084  0.411
37 H 0.260 4.343 -1.914  0.252
38 H 2.223 1.917 -3.358  0.205
39 H -0.122 0.107 -3.523  0.311
40 H 1.481 -0.404 -2.970  0.153
41 H 1.234 0.095 -4.658  0.344

Summary:
HOMO-LUMO gap = 6.92 eV
ΔE to the lowest compared entry with this formula, charge and spin = 1.046 eV
net charge = +1
HOMO energy = -10.397 eV

# 2
Below is a structure of composition C16H25ErN3OP2, with properties calculated with ωB97M-V/def2-TZVPD.

Last column: Mulliken spin population.
Geometry (Å):
1 Er 0.183 0.478 0.002  3.006
2 P 0.144 -0.386 2.292  -0.008
3 P 2.070 -0.649 -1.074  0.004
4 N -1.218 1.827 0.683  -0.005
5 N 0.124 1.616 -1.686  0.404
6 H -2.449 3.206 -0.202  -0.002
7 H -1.306 2.807 -2.541  0.016
8 H -2.590 1.567 -0.901  0.001
9 C -1.892 2.317 -0.489  0.025
10 H -0.335 3.607 -1.281  0.038
11 C -0.835 2.671 -1.570  -0.067
12 H -2.632 2.139 2.095  0.000
13 H 0.868 1.932 -3.516  0.009
14 C -1.773 1.547 1.861  0.004
15 C 0.971 1.330 -2.643  0.035
16 C -1.240 0.610 2.763  0.004
17 C 1.946 0.312 -2.554  0.494
18 H -1.661 0.520 3.761  0.000
19 H 2.581 0.090 -3.403  -0.006
20 H 3.264 -0.582 -0.460  0.019
21 H 1.838 -1.972 -1.268  0.018
22 H 1.248 -0.108 3.020  -0.001
23 H -0.099 -1.703 2.428  -0.001
24 H 1.981 3.006 -0.838  -0.004
25 C 2.306 3.009 0.209  0.014
26 C 3.694 2.446 0.320  0.002
27 C 2.109 4.365 0.830  0.000
28 O 1.429 2.085 0.939  -0.004
29 H 4.396 3.139 -0.161  -0.001
30 H 3.989 2.334 1.374  0.001
31 H 3.794 1.476 -0.177  0.001
32 H 1.071 4.709 0.752  0.001
33 H 2.390 4.350 1.895  0.000
34 H 2.744 5.095 0.318  0.000
35 H 0.477 2.458 0.983  -0.006
36 N -0.963 -1.333 -0.549  0.011
37 C -1.271 -2.418 -0.404  0.001
38 C -1.702 -3.749 -0.220  -0.002
39 C -1.169 -4.650 0.743  0.000
40 C -1.693 -5.930 0.854  0.000
41 C -2.738 -6.342 0.028  0.000
42 C -3.261 -5.466 -0.920  0.000
43 C -2.751 -4.184 -1.045  0.000
44 H -0.353 -4.336 1.400  0.000
45 H -1.292 -6.635 1.597  0.000
46 H -3.158 -7.349 0.114  0.000
47 H -4.080 -5.766 -1.577  0.000
48 H -3.159 -3.489 -1.783  0.000

Summary:
HOMO-LUMO gap (alpha / beta) = 7.59 / 4.63 eV
2S+1 = 5
net charge = +2
HOMO energy (alpha / beta) = -14.060 / -14.059 eV
<S²> = 6.030

# 3
Below is a structure of composition C12H15AsCl2F6N2O2PdS, with properties calculated with ωB97M-V/def2-TZVPD.

Last column: Mulliken spin population.
Geometry (Å):
1 Pd 1.438 1.515 -2.238  0.817
2 Cl -4.531 -0.922 0.691  0.000
3 C -3.270 -0.444 -0.412  0.002
4 C -2.845 -1.341 -1.391  0.000
5 C -1.847 -0.980 -2.259  0.009
6 Cl -1.318 -2.130 -3.458  0.000
7 C -1.180 0.282 -2.215  -0.009
8 O -0.258 0.547 -3.065  0.047
9 C -1.649 1.160 -1.187  -0.008
10 C -1.091 2.486 -0.962  0.017
11 O -0.036 2.933 -1.398  0.062
12 C -2.687 0.793 -0.320  -0.001
13 H -3.296 -2.321 -1.466  0.000
14 H -1.697 3.138 -0.317  0.004
15 H -2.994 1.484 0.456  0.002
16 C 2.333 -2.751 -2.323  -0.001
17 C 1.885 -1.938 -1.123  -0.011
18 N 2.940 -0.971 -0.768  0.016
19 C 2.649 0.244 -0.210  0.015
20 S 3.398 1.653 -0.889  0.019
21 N 1.847 0.321 0.834  0.009
22 C 1.338 -0.778 1.659  0.000
23 C -0.123 -1.120 1.400  -0.002
24 H 1.551 -3.457 -2.598  0.002
25 H 3.248 -3.306 -2.108  0.001
26 H 2.505 -2.101 -3.183  -0.004
27 H 1.674 -2.601 -0.284  0.001
28 H 0.971 -1.396 -1.381  0.008
29 H 3.588 -0.825 -1.529  0.004
30 H 1.564 1.254 1.115  -0.002
31 H 1.442 -0.445 2.690  0.000
32 H 2.002 -1.630 1.517  0.001
33 H -0.763 -0.288 1.681  0.001
34 H -0.407 -1.980 2.011  0.000
35 H -0.312 -1.361 0.354  0.001
36 F -0.146 2.215 1.678  0.002
37 As -0.874 2.482 3.260  -0.001
38 F 0.203 1.269 3.904  0.000
39 F 0.301 3.707 3.581  0.000
40 F -1.930 3.654 2.539  0.000
41 F -1.588 2.716 4.816  0.000
42 F -2.035 1.236 2.900  0.000

Summary:
HOMO-LUMO gap (alpha / beta) = 7.85 / 7.48 eV
2S+1 = 2
ΔE to the lowest compared entry with this formula, charge and spin = 0.000 eV
net charge = -1
HOMO energy (alpha / beta) = -5.376 / -5.342 eV
<S²> = 0.754

# 4
Below is a cluster of 2 separate species, C9H13O5 in total, with properties calculated with ωB97M-V/def2-TZVPD.

Last column: Mulliken spin population.
Geometry (Å):
1 C -3.560 -0.392 0.147  -0.002
2 C -2.492 -1.114 -0.612  -0.007
3 C -1.147 -0.448 -0.256  -0.061
4 C 0.027 -0.641 -1.211  0.064
5 C 0.587 0.701 -1.107  -0.685
6 C 1.775 0.092 1.155  -0.035
7 C 0.434 -0.192 1.766  0.021
8 C -0.705 -0.631 1.207  0.024
9 C 2.173 1.537 1.229  -0.006
10 O 2.512 -0.768 0.661  -0.059
11 O 5.543 0.353 -2.573  0.991
12 O 5.260 -0.609 -1.848  1.009
13 O -0.214 1.688 -0.922  -0.156
14 O -1.511 0.916 -0.482  -0.050
15 H -4.559 -0.723 -0.148  0.000
16 H -3.422 -0.546 1.218  0.000
17 H -3.397 0.660 -0.076  0.000
18 H -2.450 -2.198 -0.453  0.002
19 H -2.627 -0.967 -1.689  0.000
20 H 0.712 -1.442 -0.930  -0.015
21 H -0.352 -0.830 -2.234  -0.059
22 H 1.611 0.972 -1.368  0.023
23 H 0.464 -0.082 2.858  -0.002
24 H -1.487 -1.028 1.875  -0.001
25 H 1.276 2.163 1.217  0.003
26 H 2.705 1.724 2.167  -0.001
27 H 2.846 1.805 0.408  0.001

Summary:
HOMO-LUMO gap (alpha / beta) = 10.15 / 6.21 eV
2S+1 = 2
HOMO energy (alpha / beta) = -9.716 / -6.887 eV
<S²> = 1.767

# 5
Below is a structure of composition C32H21Br2IrN7O3, with properties calculated with ωB97M-V/def2-TZVPD.

Last column: Mulliken charge in e.
Geometry (Å):
1 Ir -0.388 1.405 0.468  1.368
2 O 3.494 2.595 0.420  -0.585
3 C 2.297 2.525 0.290  -0.418
4 N 1.364 2.103 1.208  -0.079
5 C 1.686 1.626 2.467  -0.180
6 O 2.693 1.821 3.095  -0.608
7 C 0.553 0.798 3.067  0.874
8 C 0.701 0.177 4.287  -0.741
9 C -0.390 -0.486 4.833  -0.442
10 C -1.602 -0.467 4.162  -0.993
11 C -1.682 0.164 2.933  -0.106
12 N -0.615 0.755 2.392  0.248
13 C 1.631 2.842 -1.033  0.885
14 C 2.312 3.591 -1.969  -0.801
15 C 1.653 3.991 -3.121  -0.335
16 C 0.327 3.629 -3.282  -1.022
17 C -0.287 2.856 -2.312  0.102
18 N 0.352 2.447 -1.214  -0.161
19 H 1.658 0.243 4.785  0.590
20 H -0.299 -0.996 5.783  0.480
21 H -2.479 -0.948 4.570  0.474
22 H -2.588 0.191 2.342  0.589
23 H 3.339 3.856 -1.755  0.556
24 H 2.161 4.582 -3.871  0.451
25 H -0.239 3.922 -4.155  0.443
26 H -1.306 2.526 -2.426  0.478
27 Br 2.808 -3.476 -5.947  -0.160
28 C 1.947 -4.156 -4.409  0.083
29 C 2.623 -5.028 -3.574  -0.520
30 C 1.978 -5.517 -2.448  -0.162
31 C 0.693 -5.096 -2.129  0.126
32 C 0.007 -4.256 -3.006  -0.143
33 C 0.633 -3.792 -4.149  -0.599
34 N 0.128 -5.695 -0.947  -0.351
35 N -0.673 -5.153 -0.158  -0.511
36 C -0.925 -3.745 -0.054  -0.086
37 C -2.245 -3.370 0.018  -0.476
38 C -2.639 -2.027 0.016  -0.893
39 C -1.695 -1.018 -0.007  0.300
40 O -2.018 0.261 -0.055  -0.475
41 C -0.320 -1.396 0.051  0.852
42 N 0.594 -0.366 0.107  -0.590
43 C 1.880 -0.645 0.125  0.269
44 C 2.354 -1.963 0.194  -1.519
45 C 1.468 -3.000 0.198  -0.478
46 C 0.083 -2.745 0.046  0.280
47 H 3.633 -5.335 -3.808  0.442
48 H 2.469 -6.227 -1.795  0.486
49 H -1.021 -3.982 -2.819  0.442
50 H 0.103 -3.151 -4.841  0.440
51 H -2.992 -4.153 0.014  0.448
52 H -3.687 -1.760 0.008  0.523
53 H 2.585 0.174 0.121  0.566
54 H 3.419 -2.127 0.276  0.510
55 H 1.818 -4.013 0.322  0.646
56 Br -3.540 2.627 -1.088  -0.033
57 C -2.782 3.472 0.410  0.314
58 C -3.514 4.540 0.920  -0.704
59 C -3.058 5.212 2.033  -0.251
60 C -1.867 4.797 2.612  -1.009
61 C -1.198 3.741 2.046  0.236
62 N -1.629 3.067 0.952  0.246
63 H -4.435 4.818 0.432  0.428
64 H -3.619 6.043 2.436  0.440
65 H -1.455 5.283 3.484  0.466
66 H -0.257 3.407 2.454  0.351

Summary:
HOMO-LUMO gap = 6.64 eV
ΔE to the lowest compared entry with this formula, charge and spin = 0.172 eV
net charge = +1
HOMO energy = -9.930 eV

# 6
Below is a structure of composition C3H4Cl2, with properties calculated with ωB97M-V/def2-TZVPD.

Last column: Mulliken charge in e.
Geometry (Å):
1 C -0.134 -0.865 -0.333  -0.442
2 C -0.422 0.039 0.856  -0.431
3 C 0.157 0.570 -0.378  0.361
4 Cl 2.391 1.040 -0.359  -0.315
5 Cl -0.488 1.739 -1.404  -0.113
6 H 0.691 -1.550 -0.238  0.228
7 H -0.946 -1.230 -0.947  0.242
8 H -1.442 0.329 1.070  0.248
9 H 0.193 -0.072 1.734  0.223

Summary:
HOMO-LUMO gap = 9.67 eV
ΔE to the lowest compared entry with this formula, charge and spin = 1.567 eV
HOMO energy = -10.395 eV